1.
DFT (wB97M-V/def2-TZVPD) results for a cluster of 3 separate species, C37H65BF8I4NO14P2 in total at a distorted geometry.

Each line ends with the Löwdin charge.
Atoms and positions in Å:
C (8.298, 4.064, 0.101)  -0.06
C (8.022, 2.938, -0.937)  -0.27
O (6.971, 3.325, -1.816)  -0.16
C (6.785, 2.332, -2.818)  -0.22
C (6.045, 1.063, -2.326)  -0.17
C (4.500, 1.175, -2.361)  -0.18
C (3.981, 2.390, -1.493)  -0.15
C (2.467, 2.152, -1.275)  -0.09
C (1.761, 2.953, -0.107)  -0.10
B (2.448, 4.399, -0.283)  -0.44
O (3.130, 5.000, 0.765)  0.13
C (2.533, 5.265, -1.642)  -0.15
C (1.908, 6.685, -1.519)  -0.09
N (0.258, 2.768, -0.049)  0.16
C (-0.496, 2.795, -1.288)  -0.38
F (-1.768, 3.209, -1.091)  0.14
F (-0.049, 3.776, -2.106)  0.16
C (-0.543, 1.493, -2.176)  -0.57
F (-1.808, 1.264, -2.541)  0.13
F (-0.009, 0.401, -1.645)  0.10
F (0.072, 1.691, -3.353)  0.17
C (-0.249, 2.529, 1.147)  -0.11
C (-1.635, 2.076, 1.491)  -0.58
I (-2.352, 0.290, 0.475)  1.18
C (-2.540, 2.535, 2.387)  -0.73
C (-3.927, 1.885, 2.573)  -0.22
I (-2.186, 4.145, 3.692)  1.16
C (0.923, 2.755, 2.155)  -0.23
C (0.578, 1.711, 3.290)  -0.18
O (1.736, 1.227, 3.961)  -0.24
O (1.352, 0.749, 5.210)  -0.01
C (1.185, 4.085, 2.852)  -0.64
I (2.352, 4.230, 4.679)  1.00
C (0.724, 5.279, 2.424)  -0.83
C (-0.191, 5.459, 1.221)  -0.18
I (1.180, 7.163, 3.398)  0.84
C (2.071, 2.154, 1.233)  -0.28
O (1.800, 0.757, 1.161)  0.02
C (3.523, 2.162, 1.796)  -0.03
C (4.227, 0.787, 1.841)  -0.24
O (4.554, 0.250, 0.579)  0.01
C (5.607, 1.059, 2.544)  -0.56
F (6.205, -0.166, 2.663)  0.12
F (5.488, 1.520, 3.790)  0.16
F (6.434, 1.785, 1.789)  0.16
H (8.608, 3.580, 1.045)  0.07
H (9.141, 4.684, -0.235)  0.07
H (7.378, 4.628, 0.316)  0.07
H (8.935, 2.646, -1.494)  0.12
H (7.740, 2.045, -0.341)  0.10
H (7.774, 1.999, -3.207)  0.12
H (6.274, 2.774, -3.696)  0.13
H (6.343, 0.721, -1.322)  0.10
H (6.323, 0.248, -3.026)  0.12
H (4.083, 0.215, -2.015)  0.11
H (4.204, 1.393, -3.408)  0.12
H (4.228, 3.261, -2.125)  0.11
H (4.634, 2.397, -0.612)  0.10
H (1.993, 2.518, -2.210)  0.12
H (2.287, 1.068, -1.259)  0.11
H (3.904, 5.467, 0.414)  0.14
H (2.220, 4.702, -2.537)  0.10
H (3.630, 5.424, -1.774)  0.12
H (2.075, 7.092, -0.501)  0.08
H (2.348, 7.402, -2.228)  0.08
H (0.813, 6.649, -1.656)  0.07
H (-4.483, 1.853, 1.621)  0.06
H (-3.739, 0.861, 2.940)  0.07
H (-4.493, 2.423, 3.344)  0.05
H (0.082, 0.799, 2.898)  0.13
H (-0.100, 2.118, 4.060)  0.09
H (1.945, 1.146, 5.871)  0.10
H (-0.765, 6.392, 1.398)  0.07
H (-0.987, 4.714, 1.072)  0.04
H (0.298, 5.644, 0.247)  0.07
H (1.248, 0.502, 0.407)  0.10
H (4.205, 2.899, 1.354)  0.12
H (3.470, 2.453, 2.863)  0.05
H (3.738, 0.069, 2.523)  0.17
H (4.648, -0.703, 0.721)  0.13
O (-6.520, -0.603, 0.832)  -0.24
P (-7.299, -1.814, 1.285)  0.65
O (-7.154, -2.773, -0.045)  -0.22
C (-5.869, -3.285, -0.383)  -0.28
C (-5.378, -4.302, 0.631)  -0.07
O (-8.803, -1.189, 1.031)  -0.24
C (-9.062, 0.191, 1.302)  -0.29
C (-9.185, 0.960, 0.002)  -0.07
O (-7.936, -3.029, 2.212)  -0.23
C (-9.239, -3.602, 2.038)  -0.26
C (-9.331, -4.585, 0.891)  -0.07
H (-5.154, -2.462, -0.486)  0.10
H (-5.966, -3.759, -1.361)  0.12
H (-5.216, -3.835, 1.608)  0.07
H (-4.437, -4.747, 0.304)  0.07
H (-6.111, -5.096, 0.773)  0.07
H (-8.286, 0.618, 1.939)  0.10
H (-10.002, 0.247, 1.856)  0.12
H (-8.329, 0.782, -0.648)  0.07
H (-9.265, 2.033, 0.190)  0.08
H (-10.071, 0.638, -0.548)  0.08
H (-10.015, -2.843, 1.972)  0.11
H (-9.436, -4.143, 2.966)  0.12
H (-9.336, -4.076, -0.072)  0.08
H (-10.259, -5.156, 0.965)  0.09
H (-8.491, -5.281, 0.900)  0.07
O (1.666, -4.461, -1.470)  -0.22
P (0.785, -5.662, -1.234)  0.65
O (1.016, -6.487, -2.635)  -0.22
C (2.303, -7.044, -2.897)  -0.28
C (2.628, -8.186, -1.952)  -0.08
O (-0.655, -4.911, -1.551)  -0.24
C (-0.850, -3.558, -1.149)  -0.30
C (-0.802, -2.647, -2.361)  -0.06
O (-0.013, -6.920, -0.508)  -0.23
C (-1.320, -7.383, -0.867)  -0.27
C (-1.350, -8.236, -2.117)  -0.07
H (3.066, -6.264, -2.840)  0.11
H (2.284, -7.410, -3.924)  0.12
H (2.711, -7.830, -0.920)  0.07
H (3.572, -8.655, -2.229)  0.08
H (1.843, -8.942, -1.970)  0.07
H (-0.111, -3.260, -0.404)  0.10
H (-1.835, -3.492, -0.675)  0.11
H (0.097, -2.815, -2.954)  0.08
H (-0.830, -1.601, -2.059)  0.03
H (-1.652, -2.843, -3.018)  0.08
H (-2.041, -6.571, -0.924)  0.10
H (-1.641, -8.002, -0.025)  0.12
H (-1.227, -7.632, -3.015)  0.08
H (-2.311, -8.747, -2.194)  0.08
H (-0.556, -8.983, -2.103)  0.07

Its LUMO energy is -4.91 eV. For the total energy, the calculation gives -142963.65403 eV. The frontier orbital gap is 6.299 eV. The largest force on an atom comes out at 8.13 eV Å⁻¹. Its net charge is +1.

---

2.
DFT (wB97M-V/def2-TZVPD) results for the ion C3H7ClN with charge +1 at a distorted geometry.

Each line ends with the Löwdin charge.
Atoms and positions in Å:
C (1.761, 0.785, 0.754)  0.02
C (0.888, -0.104, 0.287)  -0.65
Cl (1.200, -1.790, -0.002)  0.74
C (-0.673, 0.472, -0.070)  -0.10
N (-1.315, -0.727, -0.628)  0.10
H (2.785, 0.711, 1.138)  0.09
H (1.335, 1.778, 0.859)  0.08
H (-1.281, 0.846, 0.752)  0.14
H (-0.476, 1.192, -0.920)  0.15
H (-1.125, -1.321, 0.206)  0.14
H (-0.872, -1.270, -1.343)  0.12
H (-2.226, -0.573, -1.033)  0.18

Its LUMO energy is -3.75 eV. For the total energy, the calculation gives -17228.45511 eV. The frontier orbital gap is 10.474 eV. The SMILES is C=C(Cl)C[NH3+]. The largest force on an atom comes out at 4.69 eV Å⁻¹. Its net charge is +1.